1) This record from OMol25 describes C4H6NO3 as an isolated structure. The level of theory is ωB97M-V/def2-TZVPD.

XYZ file:
```
14
Properties=species:S:1:pos:R:3:nbo_charge:R:1
O -0.75 -1.90 0.63 -0.79
C -0.94 -0.69 0.88 0.75
O -1.52 -0.13 1.82 -0.76
C -0.33 0.29 -0.24 -0.21
C 1.19 0.08 -0.42 -0.51
C 1.21 0.87 0.83 0.45
O 1.43 2.06 0.92 -0.60
N -1.01 -0.24 -1.50 -0.84
H -0.83 1.24 -0.16 0.23
H 1.63 0.58 -1.27 0.21
H 1.44 -0.97 -0.35 0.24
H 1.30 0.22 1.72 0.13
H -2.01 -0.16 -1.35 0.34
H -0.81 -1.23 -1.51 0.36
```

Results
Charge ... -1
HOMO ... -4.2 eV
Orbital gap ... 8.314 eV

2) This record from OMol25 describes an isolated ion of composition C4H6NO3 and charge -1. The level of theory is ωB97M-V/def2-TZVPD.

XYZ file:
```
14
Properties=species:S:1:pos:R:3:nbo_charge:R:1
C -1.50 0.22 0.87 -0.43
N -0.40 0.03 -0.10 -0.47
C -0.79 -0.37 -1.40 0.54
O -1.91 -0.34 -1.87 -0.67
C 1.00 0.43 0.41 -0.33
C 2.18 -0.43 -0.20 0.77
O 3.31 0.14 0.05 -0.81
O 1.84 -1.47 -0.67 -0.72
H -1.71 -0.61 1.59 0.18
H -1.63 1.14 1.41 0.18
H -2.44 0.15 0.38 0.22
H 0.03 -0.75 -2.07 0.15
H 1.04 1.47 0.07 0.19
H 0.98 0.40 1.53 0.20
```

Results
SMILES string ... CN(C=O)CC(=O)[O-]
Charge ... -1
HOMO ... -4.3 eV
Orbital gap ... 8.044 eV

Of them, 1) has the lowest stability.

1) This record from OMol25 describes an isolated molecule of C2H5NO2. The level of theory is ωB97M-V/def2-TZVPD.

XYZ file:
```
10
Properties=species:S:1:pos:R:3:nbo_charge:R:1
N -0.51 -0.77 1.56 -0.83
C 0.53 0.11 0.96 -0.34
C 0.19 0.42 -0.49 0.77
O -0.45 1.33 -0.97 -0.53
O 0.28 -0.75 -1.30 -0.72
H -1.22 -0.34 2.14 0.38
H -0.95 -1.31 0.79 0.37
H 0.60 1.09 1.38 0.23
H 1.46 -0.45 1.03 0.20
H 0.79 -1.44 -0.92 0.47
```

Results
SMILES string ... NCC(=O)O
Charge ... 0
HOMO ... -9.9 eV
Orbital gap ... 10.576 eV

2) This record from OMol25 describes an isolated molecule of C2H5NO2. The level of theory is ωB97M-V/def2-TZVPD.

XYZ file:
```
10
Properties=species:S:1:pos:R:3:nbo_charge:R:1
N -1.21 -1.10 -0.83 -0.81
C -0.47 -0.81 0.43 -0.33
C 0.47 0.37 0.23 0.78
O 1.62 0.35 0.53 -0.57
O -0.18 1.46 -0.23 -0.68
H -0.59 -1.62 -1.44 0.35
H -1.96 -1.73 -0.57 0.36
H -1.22 -0.58 1.18 0.22
H 0.16 -1.66 0.67 0.20
H 0.45 2.01 -0.72 0.50
```

Results
SMILES string ... NCC(=O)O
Charge ... 0
HOMO ... -9.9 eV
Orbital gap ... 10.697 eV

3) This record from OMol25 describes C2H5NO2 as an isolated structure. The level of theory is ωB97M-V/def2-TZVPD.

XYZ file:
```
10
Properties=species:S:1:pos:R:3:nbo_charge:R:1
C -0.65 0.00 -0.03 0.64
C 0.62 -0.90 -0.03 -0.18
H -1.11 1.76 0.01 0.38
H 0.53 1.65 -0.55 0.44
H 0.52 -1.65 0.71 0.21
H 0.69 -1.40 -0.95 0.19
H 2.43 -0.09 0.88 0.48
N -0.19 1.20 0.09 -0.79
O -1.82 -0.49 0.03 -0.63
O 1.63 0.08 -0.07 -0.72
```

Results
Charge ... 0
HOMO ... -9.4 eV
Orbital gap ... 9.544 eV

Of them, 3) has the lowest stability.

1) This record from OMol25 describes an isolated molecule of C17H24N2O3S. The level of theory is ωB97M-V/def2-TZVPD.

XYZ file:
```
47
Properties=species:S:1:pos:R:3:nbo_charge:R:1
C -4.91 -0.68 -1.01 -0.72
C -3.42 -0.47 -1.12 0.69
O -2.70 -1.30 -1.64 -0.61
N -2.93 0.71 -0.62 -0.47
C -3.66 1.60 0.26 -0.21
C -3.08 1.46 1.67 -0.41
C -1.65 1.99 1.66 -0.41
C -0.90 1.57 0.43 -0.07
C 0.47 1.78 0.36 -0.19
C 1.18 1.44 -0.77 -0.33
S 2.97 1.60 -0.76 2.34
O 3.32 2.57 0.23 -0.95
O 3.40 1.79 -2.11 -0.94
N 3.58 0.15 -0.25 -0.68
C 3.50 -0.98 -1.14 -0.23
C 2.23 -1.82 -0.93 -0.42
C 1.68 -1.65 0.50 -0.22
C 0.80 -2.84 0.88 -0.60
C 2.85 -1.47 1.46 -0.42
C 3.58 -0.16 1.16 -0.22
C 0.54 0.92 -1.88 -0.20
C -0.82 0.69 -1.83 -0.21
C -1.54 0.98 -0.67 0.24
H -5.22 -0.80 0.02 0.23
H -5.46 0.15 -1.45 0.23
H -5.15 -1.59 -1.56 0.25
H -3.53 2.62 -0.09 0.20
H -4.72 1.36 0.25 0.22
H -3.10 0.41 1.96 0.21
H -3.69 2.02 2.39 0.22
H -1.67 3.08 1.69 0.22
H -1.12 1.65 2.55 0.22
H 0.99 2.23 1.19 0.24
H 4.39 -1.59 -0.99 0.20
H 3.54 -0.57 -2.15 0.24
H 2.48 -2.87 -1.09 0.21
H 1.45 -1.55 -1.64 0.22
H 1.07 -0.75 0.53 0.21
H 0.37 -2.69 1.87 0.20
H 1.37 -3.76 0.89 0.20
H -0.02 -2.94 0.17 0.22
H 3.53 -2.31 1.36 0.20
H 2.49 -1.46 2.50 0.22
H 4.62 -0.21 1.51 0.20
H 3.10 0.69 1.67 0.22
H 1.12 0.72 -2.77 0.24
H -1.33 0.28 -2.68 0.24
```

Results
SMILES string ... CC(=O)N1CCCc2cc(S(=O)(=O)N3CCC(C)CC3)ccc21
Charge ... 0
HOMO ... -8.7 eV
Orbital gap ... 9.257 eV

2) This record from OMol25 describes an isolated molecule of C17H24N2O3S. The level of theory is ωB97M-V/def2-TZVPD.

XYZ file:
```
47
Properties=species:S:1:pos:R:3:nbo_charge:R:1
C 0.72 0.46 7.13 -0.25
O 1.01 1.43 6.14 -0.55
C 2.39 1.58 5.86 -0.07
C 2.99 0.48 4.98 -0.53
C 2.50 0.48 3.53 0.68
O 3.25 0.24 2.61 -0.61
N 1.17 0.74 3.41 -0.62
C 0.39 0.82 2.26 0.16
C -0.93 1.26 2.41 -0.25
C -1.76 1.34 1.31 -0.18
C -1.30 0.98 0.06 -0.06
C 0.01 0.54 -0.09 0.07
C 0.85 0.45 1.00 -0.26
C 0.44 0.17 -1.48 -0.27
N -0.56 -0.65 -2.14 -0.43
C -0.12 -1.66 -2.92 0.69
O 1.06 -1.86 -3.12 -0.64
C -1.15 -2.58 -3.57 -0.51
C -1.22 -2.29 -5.06 -0.50
S -2.03 -0.68 -5.41 0.15
C -1.68 -0.59 -7.18 -0.73
C -1.96 -0.35 -1.91 -0.20
C -2.12 1.00 -1.19 -0.43
H -0.35 0.53 7.31 0.20
H 1.26 0.68 8.06 0.17
H 0.97 -0.55 6.80 0.17
H 2.47 2.55 5.35 0.20
H 2.96 1.64 6.80 0.18
H 2.76 -0.50 5.40 0.23
H 4.07 0.58 4.95 0.24
H 0.69 1.00 4.27 0.42
H -1.29 1.54 3.39 0.21
H -2.78 1.68 1.43 0.21
H 1.87 0.10 0.89 0.25
H 1.38 -0.39 -1.48 0.26
H 0.59 1.09 -2.06 0.20
H -0.78 -3.60 -3.45 0.24
H -2.14 -2.51 -3.12 0.21
H -0.21 -2.24 -5.47 0.23
H -1.79 -3.06 -5.59 0.21
H -2.12 -1.45 -7.68 0.21
H -0.60 -0.56 -7.34 0.22
H -2.13 0.32 -7.55 0.23
H -2.41 -1.13 -1.28 0.19
H -2.49 -0.31 -2.86 0.21
H -1.78 1.80 -1.86 0.22
H -3.18 1.17 -0.97 0.22
```

Results
SMILES string ... COCCC(=O)Nc1ccc2c(c1)CN(C(=O)CCSC)CC2
Charge ... 0
HOMO ... -8.3 eV
Orbital gap ... 8.961 eV

Of them, 1) has the lowest stability.

1) This record from OMol25 describes a 2-piece molecular cluster, C17H19N overall. The level of theory is ωB97M-V/def2-TZVPD.

XYZ file:
```
37
Properties=species:S:1:pos:R:3:nbo_charge:R:1
C 1.36 -0.33 -3.16 -0.64
C 0.03 -1.05 -3.05 -0.06
C -0.75 -1.86 -3.86 -0.04
N -1.98 -2.39 -3.32 -0.54
C -1.97 -1.83 -2.06 0.13
C -3.00 -1.73 -1.13 -0.24
C -2.90 -1.14 0.09 -0.22
C -1.60 -0.62 0.44 -0.23
C -0.56 -0.55 -0.47 -0.18
C -0.75 -1.08 -1.79 -0.09
H 1.59 -0.09 -4.16 0.23
H 1.95 -1.00 -2.55 0.23
H 1.25 0.62 -2.67 0.22
H -0.40 -2.10 -4.84 0.20
H -2.80 -2.69 -3.74 0.41
H -3.99 -2.19 -1.25 0.20
H -3.76 -1.20 0.67 0.21
H -1.51 -0.33 1.47 0.19
H 0.31 0.00 -0.12 0.22
C 0.05 0.68 4.89 -0.61
C -0.18 1.25 3.37 -0.42
C 1.03 1.43 2.46 -0.04
C 1.46 2.72 2.14 -0.21
C 2.52 3.04 1.22 -0.20
C 3.04 2.00 0.52 -0.24
C 2.56 0.75 0.80 -0.20
C 1.59 0.39 1.78 -0.23
H 1.04 0.32 5.11 0.21
H -0.67 -0.29 4.98 0.20
H -0.26 1.38 5.68 0.21
H -0.78 0.50 2.90 0.21
H -1.00 2.13 3.31 0.22
H 1.00 3.64 2.51 0.21
H 2.69 4.09 0.76 0.22
H 3.83 2.20 -0.21 0.22
H 2.84 0.02 0.16 0.20
H 1.09 -0.58 2.04 0.23
```

Results
SMILES string ... Cc1c[nH]c2ccccc12.CCc1ccccc1
Charge ... 0
HOMO ... -7.9 eV
Orbital gap ... 8.827 eV

2) This record from OMol25 describes a 2-piece molecular cluster, C17H19N overall. The level of theory is ωB97M-V/def2-TZVPD.

XYZ file:
```
37
Properties=species:S:1:pos:R:3:nbo_charge:R:1
C -3.04 -0.49 2.00 -0.63
C -2.73 0.31 0.77 -0.08
C -3.30 1.48 0.38 -0.04
N -2.81 1.82 -0.87 -0.55
C -1.93 0.86 -1.29 0.21
C -1.32 0.65 -2.54 -0.26
C -0.52 -0.47 -2.62 -0.21
C -0.43 -1.45 -1.61 -0.23
C -0.99 -1.23 -0.36 -0.20
C -1.86 -0.13 -0.29 -0.11
H -4.11 -0.54 2.21 0.22
H -2.48 -0.13 2.87 0.21
H -2.68 -1.51 1.90 0.21
H -4.06 2.08 0.86 0.21
H -2.82 2.72 -1.31 0.41
H -1.21 1.37 -3.34 0.21
H 0.10 -0.64 -3.48 0.21
H 0.26 -2.24 -1.84 0.21
H -1.02 -1.86 0.52 0.21
C 2.29 -2.60 0.05 -0.60
C 2.47 -1.57 1.16 -0.42
C 2.09 -0.16 0.70 0.01
C 2.87 0.52 -0.23 -0.23
C 2.63 1.84 -0.54 -0.20
C 1.57 2.53 0.07 -0.23
C 0.82 1.85 1.00 -0.19
C 1.05 0.52 1.32 -0.22
H 2.83 -3.48 0.30 0.20
H 2.74 -2.28 -0.85 0.20
H 1.25 -2.89 -0.05 0.21
H 1.86 -1.80 2.02 0.20
H 3.49 -1.50 1.48 0.21
H 3.68 -0.03 -0.69 0.20
H 3.20 2.32 -1.31 0.21
H 1.55 3.60 -0.11 0.21
H 0.08 2.41 1.56 0.21
H 0.48 0.12 2.15 0.21
```

Results
SMILES string ... Cc1c[nH]c2ccccc12.CCc1ccccc1
Charge ... 0
HOMO ... -7.7 eV
Orbital gap ... 8.628 eV

Of them, 1) has the lowest stability.